Formula: C5H6BN3O
Source: OMol25
Level of theory: ωB97M-V with the def2-TZVPD basis set

Each atom is followed by the atoms it is bonded to, with distances in Å.
Positions of all 16 atoms, in Å:
1 B -0.02835 1.07275 -0.40183  C2 1.378, C6 1.498
2 C -1.21714 1.37455 0.22694  B1 1.378, N7 1.244
3 C 3.39654 0.00267 0.14834  C4 1.407, N8 1.154
4 C 2.04089 -0.25311 -0.12934  C3 1.407, C6 1.571, N9 1.248
5 C -2.59739 -1.21842 0.31378  O10 1.220, H11 1.051, H13 1.184
6 C 1.40205 0.99534 -0.83846  B1 1.498, C4 1.571, H14 1.165, H15 1.077
7 N -2.38335 1.48884 0.64319  C2 1.244, H12 1.155
8 N 4.51236 0.07597 0.43301  C3 1.154
9 N 1.53443 -1.35731 0.15547  C4 1.248, H16 1.005
10 O -1.49283 -1.09227 -0.18746  C5 1.220
11 H -3.43661 -1.34486 -0.30541  C5 1.051
12 H -2.93070 0.50691 0.90773  N7 1.155
13 H -2.91703 -1.37490 1.44304  C5 1.184
14 H 1.49852 0.77616 -1.97864  C6 1.165
15 H 2.07180 1.71639 -0.40119  C6 1.077
16 H 0.54680 -1.36871 -0.02917  N9 1.005

Output
E, eV: -12469.931
M, Da: 134.94
<S²>: 2.014
2S+1: 3
Orbital gap (alpha / beta), hartree: 0.2771 / 0.3258
Net charge: 0

natural (NBO) atomic charge list, values in e, 2 entries:
1 B 0.66
2 C -0.06